# 1
This record from the Open Molecules 2025 dataset describes a cluster of 2 separate species, C6H12O in total. The level of theory is ωB97M-V/def2-TZVPD.

Values from the calculation:
⟨S²⟩: 0.7822
Relative energy (zero: lowest compared OMol25 entry of this formula, charge and spin) (kcal/mol): 16.37
Charge: +1
HOMO (spin up / spin down) (eV): -14.59 / -14.92
Spin multiplicity: 2
Orbital gap (spin up / spin down) (Eh): 0.3520 / 0.2612
LUMO (spin up / spin down) (Ha): -0.1842 / -0.2870

CARTESIAN COORDINATES (ANGSTROEM)
1 C 1.168 -2.174 0.763
2 C 0.475 -1.812 -0.614
3 C -1.946 1.895 1.479
4 C -1.625 1.223 0.327
5 C -0.946 -0.014 0.373
6 C -0.133 -0.465 -0.645
7 H 1.212 -1.304 1.422
8 H 2.186 -2.463 0.518
9 H 0.672 -2.998 1.263
10 H -0.335 -2.539 -0.780
11 H 1.186 -1.988 -1.416
12 H -2.407 2.855 1.344
13 H -1.756 1.564 2.501
14 H -1.877 1.701 -0.608
15 H -1.069 -0.551 1.304
16 H 0.114 0.132 -1.520
17 H 2.382 2.503 -1.555
18 H 1.255 1.828 -2.344
19 O 1.444 2.606 -1.813

=====

# 2
This record from the Open Molecules 2025 dataset describes an isolated molecule of C21H26N2O6S. The level of theory is ωB97M-V/def2-TZVPD.

Values from the calculation:
Structure (SMILES): COc1ccc(NC(=O)C2CCN(S(=O)(=O)c3ccc(OC)c(OC)c3)CC2)cc1
Relative energy (zero: lowest compared OMol25 entry of this formula, charge and spin) (kcal/mol): 40.73
HOMO (eV): -8.09
Orbital gap (Eh): 0.3169
LUMO (Ha): 0.0196

CARTESIAN COORDINATES (ANGSTROEM)
1 C 3.263 0.788 -6.690
2 O 3.359 0.343 -5.360
3 C 2.214 0.008 -4.701
4 C 0.933 0.077 -5.239
5 C -0.157 -0.293 -4.472
6 C 0.000 -0.738 -3.164
7 N -1.152 -1.096 -2.450
8 C -1.263 -1.599 -1.190
9 O -0.321 -1.846 -0.469
10 C -2.726 -1.817 -0.793
11 C -2.857 -2.677 0.469
12 C -2.378 -1.928 1.711
13 N -3.071 -0.664 1.825
14 S -2.916 0.079 3.311
15 O -3.253 -0.895 4.307
16 O -3.674 1.295 3.253
17 C -1.173 0.459 3.425
18 C -0.305 -0.473 3.950
19 C 1.054 -0.212 3.925
20 C 1.561 0.961 3.374
21 O 2.900 1.233 3.313
22 C 3.812 0.291 3.825
23 C 0.663 1.918 2.851
24 O 0.968 3.111 2.280
25 C 2.276 3.642 2.315
26 C -0.701 1.635 2.884
27 C -2.862 0.203 0.690
28 C -3.424 -0.469 -0.560
29 C 1.283 -0.804 -2.625
30 C 2.370 -0.436 -3.387
31 H 2.827 0.023 -7.341
32 H 4.285 0.989 -7.008
33 H 2.674 1.709 -6.766
34 H 0.768 0.415 -6.249
35 H -1.147 -0.234 -4.903
36 H -2.011 -0.965 -2.967
37 H -3.219 -2.338 -1.624
38 H -2.267 -3.587 0.358
39 H -3.906 -2.948 0.597
40 H -2.610 -2.495 2.613
41 H -1.293 -1.777 1.646
42 H -0.694 -1.379 4.384
43 H 1.728 -0.946 4.336
44 H 3.745 -0.664 3.295
45 H 3.666 0.128 4.898
46 H 4.797 0.726 3.660
47 H 2.185 4.637 1.879
48 H 2.972 3.047 1.722
49 H 2.649 3.727 3.337
50 H -1.392 2.365 2.496
51 H -3.388 1.134 0.903
52 H -1.791 0.418 0.548
53 H -4.491 -0.646 -0.411
54 H -3.298 0.197 -1.416
55 H 1.419 -1.148 -1.614
56 H 3.367 -0.485 -2.981

=====

# 3
This record from the Open Molecules 2025 dataset describes a cluster of 2 separate species, C30H48F7N4O4 in total. The level of theory is ωB97M-V/def2-TZVPD.

Values from the calculation:
Charge: +1
HOMO (eV): -11.22
Orbital gap (Eh): 0.2720
LUMO (Ha): -0.1403

CARTESIAN COORDINATES (ANGSTROEM)
1 C -1.511 -7.297 3.680
2 O -1.150 -6.696 2.415
3 C -0.814 -5.304 2.553
4 C -1.994 -4.376 3.098
5 C -3.072 -3.939 1.978
6 C -3.013 -4.833 0.645
7 C -4.245 -4.390 -0.317
8 C -3.803 -3.398 -1.494
9 C -2.856 -2.224 -0.975
10 C -2.643 -1.088 -2.100
11 C -2.300 0.285 -1.353
12 C -1.240 0.090 -0.153
13 C -0.210 1.329 -0.068
14 C 0.903 1.106 1.094
15 C 2.356 0.805 0.521
16 C 2.304 -0.775 0.135
17 C 2.098 -1.189 -1.386
18 F 1.576 -0.184 -2.212
19 F 1.135 -2.247 -1.381
20 C 3.385 -1.778 -2.115
21 F 3.735 -3.074 -1.675
22 F 4.458 -0.857 -1.950
23 C 3.210 -1.912 -3.721
24 F 3.485 -0.696 -4.376
25 F 4.171 -2.831 -4.177
26 F 1.974 -2.421 -4.094
27 N 3.508 -1.430 0.746
28 C 4.205 -0.504 1.624
29 N 5.266 -0.758 2.420
30 N 3.534 0.746 1.414
31 C 3.559 1.547 2.669
32 C 4.883 2.502 2.613
33 C 4.391 4.036 2.774
34 C 3.471 4.522 1.542
35 O 3.845 5.812 1.018
36 C 4.133 5.593 -0.399
37 H -1.273 -6.656 4.588
38 H -0.998 -8.320 3.756
39 H -2.639 -7.487 3.663
40 H -0.407 -4.916 1.553
41 H 0.075 -5.223 3.283
42 H -2.562 -4.805 3.982
43 H -1.499 -3.403 3.460
44 H -2.843 -2.859 1.699
45 H -4.110 -4.016 2.433
46 H -3.144 -5.917 0.950
47 H -2.019 -4.647 0.132
48 H -5.001 -3.882 0.384
49 H -4.757 -5.318 -0.754
50 H -4.756 -2.900 -1.903
51 H -3.271 -3.931 -2.360
52 H -1.823 -2.659 -0.730
53 H -3.293 -1.714 -0.056
54 H -3.638 -0.996 -2.651
55 H -1.840 -1.409 -2.841
56 H -1.929 1.095 -2.057
57 H -3.267 0.671 -0.894
58 H -1.867 0.060 0.809
59 H -0.623 -0.859 -0.232
60 H -0.855 2.226 0.244
61 H 0.243 1.610 -1.069
62 H 0.532 0.283 1.806
63 H 0.855 2.067 1.722
64 H 2.572 1.323 -0.475
65 H 1.454 -1.288 0.688
66 H 3.328 -2.369 1.127
67 H 5.212 -1.581 3.038
68 H 6.088 -0.135 2.397
69 H 3.655 0.897 3.608
70 H 2.689 2.252 2.818
71 H 5.407 2.424 1.610
72 H 5.566 2.253 3.501
73 H 5.284 4.740 2.884
74 H 3.727 4.058 3.707
75 H 2.374 4.532 1.892
76 H 3.508 3.702 0.734
77 H 4.337 6.628 -0.845
78 H 5.070 4.946 -0.446
79 H 3.272 5.104 -0.956
80 C -4.501 6.359 -4.395
81 C -5.182 5.177 -4.122
82 C -4.689 4.294 -3.169
83 C -3.514 4.608 -2.490
84 C -2.823 5.786 -2.764
85 C -3.321 6.662 -3.721
86 N -3.005 3.693 -1.468
87 O -3.626 2.661 -1.267
88 O -1.989 4.015 -0.869
89 H -4.891 7.049 -5.136
90 H -6.100 4.946 -4.651
91 H -5.229 3.377 -2.965
92 H -1.905 6.034 -2.243
93 H -2.793 7.583 -3.939

=====

# 4
This record from the Open Molecules 2025 dataset describes a cluster of 2 separate species, C4H13NS in total. The level of theory is ωB97M-V/def2-TZVPD.

Values from the calculation:
Structure (SMILES): CCN.CCS
Relative energy (zero: lowest compared OMol25 entry of this formula, charge and spin) (kcal/mol): 1.62
HOMO (eV): -8.34
Orbital gap (Eh): 0.3412
LUMO (Ha): 0.0349

CARTESIAN COORDINATES (ANGSTROEM)
1 C -1.832 0.755 -0.137
2 C -1.023 2.030 -0.101
3 N 0.379 1.749 0.276
4 H -2.886 0.957 -0.337
5 H -1.475 0.050 -0.882
6 H -1.828 0.270 0.840
7 H -1.014 2.528 -1.068
8 H -1.454 2.726 0.626
9 H 0.407 1.394 1.227
10 H 0.929 2.600 0.305
11 C 1.202 -1.881 0.819
12 C 0.973 -2.095 -0.659
13 S 1.429 -0.663 -1.699
14 H 0.502 -1.158 1.236
15 H 2.201 -1.490 1.005
16 H 1.096 -2.819 1.369
17 H -0.062 -2.360 -0.874
18 H 1.579 -2.912 -1.049
19 H 0.876 0.319 -0.897

=====

# 5
This record from the Open Molecules 2025 dataset describes the ion C4H11N2 with charge +1. The level of theory is ωB97M-V/def2-TZVPD.

Values from the calculation:
Structure (SMILES): CC/C(N)=C/[NH3+]
Relative energy (zero: lowest compared OMol25 entry of this formula, charge and spin) (kcal/mol): 39.44
Charge: +1
HOMO (eV): -13.13
Orbital gap (Eh): 0.3448
LUMO (Ha): -0.1377

CARTESIAN COORDINATES (ANGSTROEM)
1 C -1.803 1.568 -0.445
2 C -1.244 0.644 0.661
3 C 0.088 0.089 0.176
4 N 1.081 0.964 -0.057
5 C 0.264 -1.258 0.303
6 N 1.425 -1.959 -0.370
7 H -1.687 1.010 -1.383
8 H -1.182 2.457 -0.555
9 H -2.835 1.888 -0.384
10 H -1.829 -0.249 0.861
11 H -1.112 1.294 1.523
12 H 1.938 0.636 -0.464
13 H 0.871 1.889 -0.406
14 H -0.283 -1.963 0.896
15 H 1.022 -2.824 -0.728
16 H 1.964 -1.439 -1.058
17 H 2.140 -2.258 0.310

=====

The following strongest force on any atom values (in eV/A) correspond, in order, to the records above: 1.4, 1.0, 6.0, 0.7, 2.6.
The following DFT total energy values (in Eh) correspond, in order, to the records above: -310.6912, -1774.9384, -2390.4157, -613.1264, -268.2420.
The following molar mass values (in g/mol) correspond, in order, to the records above: 100.2, 434.5, 661.7, 107.2, 87.1.